{"formula": "C60H90O45", "method": "ωB97M-V/def2-TZVPD", "e_tot_ev": -155818.3630, "fmax_ev_per_a": 5.6, "e_above_lowest_kj_mol": 529.7, "elements": ["C", "C", "C", "O", "C", "O", "O", "H", "H", "H", "H", "H", "H", "C", "C", "C", "O", "C", "O", "O", "H", "H", "H", "H", "H", "H", "C", "C", "C", "O", "C", "O", "O", "H", "H", "H", "H", "H", "H", "C", "C", "C", "O", "C", "O", "O", "H", "H", "H", "H", "H", "H", "C", "C", "C", "O", "C", "O", "O", "H", "H", "H", "H", "H", "H", "C", "C", "C", "O", "C", "O", "O", "H", "H", "H", "H", "H", "H", "C", "C", "C", "O", "C", "O", "O", "H", "H", "H", "H", "H", "H", "C", "C", "C", "O", "C", "O", "O", "H", "H", "H", "H", "H", "H", "C", "C", "C", "O", "C", "O", "O", "H", "H", "H", "H", "H", "H", "C", "C", "C", "O", "C", "O", "O", "H", "H", "H", "H", "H", "H", "C", "C", "C", "O", "C", "O", "O", "H", "H", "H", "H", "H", "H", "C", "C", "C", "O", "C", "O", "O", "H", "H", "H", "H", "H", "H", "C", "C", "C", "O", "C", "O", "O", "H", "H", "H", "H", "H", "H", "C", "C", "C", "O", "C", "O", "O", "H", "H", "H", "H", "H", "H", "C", "C", "C", "O", "C", "O", "O", "H", "H", "H", "H", "H", "H"], "coordinates": [[13.179590, 27.287030, 16.517400], [13.340130, 26.432640, 15.170750], [12.015530, 26.107930, 14.484930], [12.302840, 26.206160, 13.098520], [13.267120, 27.095690, 12.937960], [13.702430, 27.473050, 11.846900], [13.873630, 27.323830, 14.146780], [12.578650, 28.194120, 16.452940], [14.129760, 27.704620, 16.850400], [12.755410, 26.731920, 17.354070], [14.037800, 25.614120, 15.347890], [11.179900, 26.764930, 14.726120], [11.695540, 25.115690, 14.803000], [1.921880, 26.599710, 7.625940], [3.505390, 26.793700, 7.600520], [4.051810, 27.528140, 6.422670], [4.639120, 28.680750, 7.062240], [4.589860, 28.644780, 8.413340], [5.062720, 29.460610, 9.207080], [3.838810, 27.612860, 8.717810], [1.644090, 26.002870, 8.494680], [1.432300, 26.076590, 6.804510], [1.328160, 27.511620, 7.689390], [4.023630, 25.847000, 7.753110], [3.233510, 27.801680, 5.756600], [4.776810, 26.903000, 5.901440], [6.446040, 20.413000, 13.247490], [6.663780, 20.502900, 14.812470], [6.714960, 21.860230, 15.432780], [5.820760, 21.825310, 16.513290], [5.136810, 20.690030, 16.481470], [4.212790, 20.369600, 17.225870], [5.500390, 19.985170, 15.402320], [6.712620, 19.417490, 12.892550], [7.216370, 21.025250, 12.778630], [5.540890, 20.859700, 12.836050], [7.454910, 19.880420, 15.230490], [6.371330, 22.562650, 14.673420], [7.751660, 22.003580, 15.737430], [7.813300, 28.378760, 4.943110], [8.439920, 27.331790, 5.862150], [9.066450, 27.870360, 7.136660], [8.250910, 27.292460, 8.114910], [7.298890, 26.578470, 7.595190], [6.454720, 25.946360, 8.202050], [7.357870, 26.569820, 6.247470], [8.570900, 29.065330, 4.565270], [7.085080, 28.980000, 5.487450], [7.404390, 27.919730, 4.043000], [9.173640, 26.805940, 5.251220], [9.166740, 28.951820, 7.044520], [10.084090, 27.524010, 7.317050], [12.730950, 23.523900, 10.484230], [11.418670, 24.373570, 10.414670], [11.487850, 25.658600, 9.662460], [10.592500, 25.452050, 8.614800], [9.918640, 24.331290, 8.679970], [8.970530, 24.001790, 7.983060], [10.403560, 23.611350, 9.699030], [12.630880, 22.555600, 10.974600], [13.571630, 24.060280, 10.924300], [13.016020, 23.223120, 9.476080], [10.919190, 24.507390, 11.374200], [12.427160, 25.906700, 9.168260], [11.217350, 26.498490, 10.302390], [11.916890, 30.163320, 14.888680], [11.351970, 30.357430, 13.470920], [9.866540, 30.667490, 13.475820], [9.801020, 31.752020, 12.565450], [10.981980, 32.246750, 12.251900], [11.182370, 33.158370, 11.488980], [11.905070, 31.529660, 12.865730], [11.919040, 31.100270, 15.445660], [12.960220, 29.848090, 14.874380], [11.244610, 29.437160, 15.345660], [11.486360, 29.577260, 12.721670], [9.567170, 30.825470, 14.511920], [9.233290, 29.856880, 13.115280], [7.088740, 27.953760, 11.409950], [8.065290, 26.769260, 11.523810], [9.269760, 26.851990, 12.411470], [9.172110, 25.657400, 13.216650], [8.088210, 25.028230, 12.953700], [7.786910, 24.011430, 13.435340], [7.338800, 25.700940, 12.126220], [7.505550, 28.783540, 10.839130], [6.692260, 28.347290, 12.345930], [6.284460, 27.629130, 10.749770], [8.368020, 26.497690, 10.512520], [9.149640, 27.748740, 13.019340], [10.136660, 26.944420, 11.757220], [10.528320, 21.924310, 13.326850], [10.840390, 20.453530, 13.760910], [10.578790, 20.208860, 15.255050], [9.845330, 19.038660, 15.254520], [9.596770, 18.552360, 14.053040], [8.978210, 17.513580, 13.863720], [9.980070, 19.490430, 13.114430], [10.352520, 21.847800, 12.253850], [11.225550, 22.702900, 13.636310], [9.646260, 22.263650, 13.869900], [11.908020, 20.301900, 13.601930], [10.000290, 21.053580, 15.629050], [11.542770, 20.161760, 15.761630], [8.396000, 31.449820, 9.494550], [7.857460, 32.091850, 8.191440], [7.191420, 31.156690, 7.257850], [6.100790, 31.809350, 6.658770], [5.845190, 32.925770, 7.399220], [4.835980, 33.642400, 7.352690], [6.796430, 32.985520, 8.325860], [9.219910, 30.755730, 9.328660], [7.550950, 31.000570, 10.016230], [8.724560, 32.281200, 10.118220], [8.601540, 32.639250, 7.612820], [7.084220, 30.163310, 7.693500], [7.916700, 30.944850, 6.472240], [9.573000, 24.602240, 16.936400], [8.737920, 25.129270, 18.104420], [7.305000, 24.682030, 18.091250], [7.220010, 23.886380, 19.203570], [8.328820, 23.815030, 19.887600], [8.447490, 23.109440, 20.939260], [9.253940, 24.581860, 19.292400], [9.372790, 25.105760, 15.990630], [9.379090, 23.543750, 16.762900], [10.626910, 24.720480, 17.188190], [8.737160, 26.217120, 18.172920], [7.062310, 24.172440, 17.158770], [6.665870, 25.553920, 18.230600], [4.371230, 22.264730, 9.527790], [5.876630, 22.588930, 9.309590], [6.539870, 23.048590, 10.585190], [7.741210, 22.297780, 10.644730], [7.670500, 21.284410, 9.764790], [8.526590, 20.427540, 9.671330], [6.551220, 21.322840, 9.052240], [3.820660, 22.067650, 8.607940], [3.776870, 23.060010, 9.977630], [4.226340, 21.376910, 10.143320], [6.022470, 23.198690, 8.417940], [5.840310, 22.844100, 11.395690], [6.728560, 24.122040, 10.570600], [1.861860, 31.306800, 11.913630], [3.293720, 30.970830, 11.354760], [4.106140, 32.154790, 10.895150], [5.340440, 31.956480, 11.585650], [5.220860, 31.059720, 12.548100], [6.186180, 30.535380, 13.158600], [4.054190, 30.490150, 12.426800], [1.248120, 31.660710, 11.085270], [1.966730, 32.080140, 12.674580], [1.343670, 30.458700, 12.361180], [3.210950, 30.225330, 10.563880], [3.652680, 33.096790, 11.203530], [4.315780, 32.155770, 9.825500], [3.911770, 25.543920, 12.373440], [3.600680, 27.023000, 12.256760], [2.258220, 27.272290, 11.554180], [1.524720, 28.135500, 12.449740], [2.181640, 28.296540, 13.613940], [1.881800, 29.076300, 14.516360], [3.247570, 27.424110, 13.595990], [4.657820, 25.327620, 11.608770], [3.052040, 24.896400, 12.201150], [4.331190, 25.223360, 13.327080], [4.448680, 27.577090, 11.854290], [1.710600, 26.338830, 11.424300], [2.334920, 27.749100, 10.577010], [12.012110, 31.735740, 6.687300], [12.569160, 30.772330, 7.746430], [12.950350, 31.397770, 9.043600], [12.604710, 30.391090, 9.956840], [11.671950, 29.606120, 9.421720], [11.020790, 28.719550, 9.960920], [11.554620, 29.927780, 8.171110], [11.665660, 31.179400, 5.816350], [12.810740, 32.388630, 6.335110], [11.140330, 32.271720, 7.062550], [13.339070, 30.119570, 7.335050], [12.354040, 32.298430, 9.189630], [14.022940, 31.580140, 8.977440], [5.131830, 27.014360, 16.266440], [6.080780, 28.077150, 15.592750], [6.378000, 29.390180, 16.375230], [7.798420, 29.523100, 16.280680], [8.260470, 28.343800, 15.850310], [9.408660, 27.984360, 15.679160], [7.320760, 27.495700, 15.606650], [5.331190, 26.882920, 17.329960], [5.145410, 26.085820, 15.695710], [4.092360, 27.334540, 16.195020], [5.773890, 28.258490, 14.562690], [5.924830, 29.424820, 17.365950], [5.924190, 30.226700, 15.843820]], "atomic_forces_ev_per_a": [[0.3, -0.3, -0.7], [-1.0, 2.9, 1.0], [-0.3, -1.0, 1.5], [-1.0, -0.5, -0.4], [3.2, 0.1, -1.7], [-1.5, -0.5, 2.9], [0.2, 0.3, -0.7], [-0.3, -0.4, -0.7], [0.4, -0.5, -0.1], [0.1, -0.4, -0.2], [-0.2, -0.1, -0.3], [0.3, 0.3, 0.2], [-0.1, -0.2, -0.7], [0.6, -0.2, 0.4], [-2.6, -1.2, 0.6], [-0.2, 0.2, 0.3], [1.4, 1.2, -0.8], [0.1, 1.2, 0.0], [-0.9, -1.9, -2.1], [-0.3, -0.7, 2.0], [0.2, 0.0, 0.2], [0.8, -0.2, -0.4], [0.6, 0.5, 0.1], [-0.2, 0.0, 0.0], [0.3, 0.5, -0.1], [0.3, 0.5, 0.0], [2.2, 0.6, 1.0], [-1.0, -1.1, -1.6], [0.8, 0.6, -1.4], [0.4, 0.8, 1.1], [-3.3, -1.5, 1.0], [2.5, 1.0, -1.5], [-1.4, -1.2, 0.8], [-0.7, -0.1, 0.0], [0.4, 0.2, 0.1], [-0.4, -0.5, 0.7], [0.4, -0.1, -0.8], [0.3, 0.5, 0.4], [-0.2, 0.8, 0.3], [0.9, 0.7, -0.1], [0.7, 1.8, -2.6], [1.4, -0.3, -1.3], [0.2, 1.3, 2.0], [-2.2, -2.4, -0.3], [0.8, 1.2, -0.3], [-0.6, -1.4, 1.4], [0.2, 0.1, 0.1], [-0.2, -0.2, -0.1], [-0.3, -0.1, 0.3], [-0.1, -0.7, 0.3], [-0.8, 0.2, 0.9], [-0.1, -0.2, -0.1], [-0.7, 0.2, -0.4], [0.5, -2.4, 0.9], [1.0, 0.7, 0.1], [-1.0, 2.0, -2.0], [-1.8, -1.7, 0.1], [1.8, 0.8, 0.9], [0.1, -0.4, -0.2], [-0.4, 0.3, 0.4], [-0.2, 0.2, 0.1], [0.0, 0.4, -0.3], [0.7, 0.1, 0.3], [0.3, -0.2, 0.5], [-0.1, 0.0, -0.5], [0.0, -0.1, -1.2], [0.1, 0.1, 0.2], [0.3, -0.6, 0.3], [-2.5, 0.5, 0.1], [0.5, 0.2, -0.6], [-0.2, -0.6, 0.5], [1.6, 0.2, 0.2], [-0.4, 0.1, -0.1], [-0.2, -0.3, -0.1], [0.3, 0.0, 0.4], [0.7, -0.5, 0.4], [-0.5, 1.0, -0.2], [0.1, 0.1, -0.3], [0.6, -0.3, -0.6], [-1.4, 0.8, -0.7], [-0.4, 1.1, 0.0], [3.9, 2.0, 0.2], [-0.9, 0.6, -0.5], [-1.0, -3.1, 1.5], [-1.7, 0.3, -1.5], [0.4, 0.1, 0.2], [0.2, -0.2, 0.1], [-0.2, -0.2, 0.2], [-0.2, -0.3, -0.1], [0.5, -0.3, 0.5], [0.4, -0.4, 0.8], [-0.8, -1.4, 0.4], [0.2, 1.7, 0.5], [0.6, 1.5, -1.3], [0.0, -1.2, 2.1], [-2.0, -1.2, -1.5], [1.8, 2.6, 0.0], [0.6, -0.5, 0.4], [0.0, 0.7, 0.0], [0.8, -0.5, -0.4], [-0.6, -0.2, -0.5], [-0.1, -0.7, -0.7], [-0.2, -0.2, 0.5], [-0.3, -0.4, 0.4], [-1.0, 1.7, -0.5], [0.6, -0.5, -0.5], [2.3, -2.3, -1.8], [-0.9, 0.4, 0.1], [-2.7, 0.2, 0.6], [3.4, -2.1, -0.3], [-1.0, 2.9, 2.4], [-0.2, 0.0, -0.2], [0.1, -0.3, 0.0], [0.3, -0.2, 0.2], [0.6, 0.1, 0.4], [-1.4, 0.1, 0.3], [-0.1, 0.0, -0.5], [0.0, 0.2, 0.1], [0.7, 0.5, -1.5], [-0.2, 1.3, -1.1], [-2.2, -1.8, 0.8], [0.9, -3.0, 4.6], [0.0, 3.3, -4.5], [0.9, -0.3, 1.3], [-0.1, 0.2, 0.1], [0.0, -0.1, 0.2], [0.1, 0.0, -0.1], [0.6, 0.0, 0.0], [-0.3, -0.2, 0.2], [-0.3, -0.3, -0.1], [-0.1, 0.1, -0.5], [-1.6, -1.2, -0.4], [-0.5, 0.8, -0.5], [-0.1, 0.4, 0.4], [2.0, -1.9, 0.0], [-1.3, 1.4, 0.1], [-0.4, 0.5, -0.2], [0.4, -0.1, -0.3], [0.5, 0.4, 0.3], [0.3, 0.0, 0.2], [0.2, 0.3, 0.3], [0.5, -0.2, 0.5], [0.3, -0.2, 0.0], [1.0, 0.0, -0.7], [-2.7, 0.4, 0.2], [0.0, 0.3, -0.2], [1.1, 1.6, 0.2], [3.8, -3.0, -0.8], [-2.9, 2.3, -0.7], [-0.9, -1.8, 1.9], [0.0, 0.2, 0.0], [-0.1, 0.1, -0.1], [0.4, 0.0, -0.1], [0.3, -0.2, 0.2], [0.2, 0.1, 0.0], [0.0, 0.1, 0.1], [0.7, -0.5, -0.9], [-1.4, -1.1, 1.0], [0.0, 0.3, -0.3], [-0.1, 0.4, -0.2], [0.3, 0.8, 1.2], [0.8, -2.5, -2.4], [0.1, 1.7, 1.0], [0.1, -0.4, 0.0], [-0.2, 0.2, 0.0], [0.1, 0.5, 0.1], [-0.2, 0.3, 0.3], [-0.1, 0.1, 0.2], [0.0, 0.2, 0.2], [0.4, -0.8, 0.0], [-0.1, 1.0, -1.7], [0.8, 0.8, -1.1], [0.2, -0.5, 2.0], [-0.6, -1.5, 1.7], [1.1, 1.7, -0.5], [-2.5, -1.4, -2.0], [0.1, -0.2, 0.0], [-0.2, 0.3, 0.2], [0.3, 0.3, 0.2], [0.3, 0.2, -0.1], [0.2, 0.1, 0.5], [-0.1, 0.2, 0.9], [-0.4, 1.6, -0.7], [-2.7, -0.4, 1.6], [-2.0, 0.4, -1.3], [0.2, -0.5, 0.3], [2.5, -0.3, -0.1], [-0.1, 1.4, 0.5], [0.5, -2.2, -0.9], [0.3, -0.1, -0.2], [0.4, -0.1, 0.2], [0.0, 0.3, 0.0], [-0.1, 0.2, 0.0], [0.8, -0.3, 0.4], [0.2, 0.0, -0.1]]}